Entry from the Open Molecules 2025 dataset: a gas-phase ion, C6H5BrNO3 (charge -1) (ωB97M-V with the def2-TZVPD basis set).

The geometry in ORCA input format:
```
! wB97M-V def2-TZVPD RIJCOSX def2/J DEFGRID3
* xyz -1 3
C 0.415 -0.180 -1.248
C 1.731 -0.505 -0.527
C 1.052 -2.138 1.181
C -0.451 0.615 -0.461
C 0.056 0.884 0.969
C -1.689 1.109 -0.849
N 1.652 -1.454 0.421
O 0.308 -0.561 -2.464
O 2.784 -0.045 -0.832
O 0.790 -2.865 2.047
Br -3.432 -0.318 -0.044
H -0.309 0.033 1.672
H -0.231 1.937 1.263
H 1.217 0.646 1.044
H -1.877 0.931 -1.912
H -2.015 1.911 -0.261
*
```

The orbital gap (spin up / spin down) comes out at 5.0 / 7.2 eV. The expectation value of S² is 2.01. The LUMO energy (spin up / spin down) is 3.19 / 1.60 eV.


Entry from the Open Molecules 2025 dataset: a molecular structure, C10H14N2NiP (ωB97M-V with the def2-TZVPD basis set).

The geometry in ORCA input format:
```
! wB97M-V def2-TZVPD RIJCOSX def2/J DEFGRID3
* xyz -1 3
C 0.861 -0.301 -1.213
C -0.235 0.253 -1.984
C -1.142 -0.792 -2.255
C -0.611 -2.004 -1.692
C 0.583 -1.643 -0.975
Ni -1.063 -0.728 -0.378
P 0.709 1.765 0.120
H 1.876 0.058 -1.093
H -0.214 1.237 -2.457
H -1.957 -0.685 -2.944
H 1.310 -2.358 -0.631
H -0.940 -3.014 -1.879
H -0.529 2.298 0.552
H 1.116 2.496 -1.008
H 1.696 2.082 1.068
N 1.614 -1.751 1.682
C 0.431 -1.425 2.310
C 0.253 -1.552 3.699
C -0.832 -0.941 4.292
C -1.804 -0.362 3.473
C -1.704 -0.471 2.099
N -0.599 -1.006 1.498
H 1.813 -1.245 0.806
H 2.464 -1.774 2.234
H 1.044 -2.055 4.251
H -0.948 -0.941 5.369
H -2.661 0.157 3.893
H -2.447 -0.144 1.363
*
```

The orbital gap (spin up / spin down) comes out at 3.9 / 6.2 eV. The expectation value of S² is 2.03. The LUMO energy (spin up / spin down) is 3.67 / 3.65 eV.


Entry from the Open Molecules 2025 dataset: a molecular structure, C4H8N2O (ωB97M-V with the def2-TZVPD basis set).

The geometry in ORCA input format:
```
! wB97M-V def2-TZVPD RIJCOSX def2/J DEFGRID3
* xyz 0 1
C 2.053 -0.398 -1.693
C -1.371 0.729 1.870
N 0.847 -0.051 -0.936
C 0.508 -0.680 0.137
C -1.232 0.314 0.438
N -2.245 0.008 -0.269
O 0.768 -1.398 1.036
H -0.237 0.686 -0.366
H -1.972 -0.258 -1.219
H 2.942 -0.410 -1.057
H 1.951 -1.376 -2.170
H 2.179 0.349 -2.475
H -2.423 0.835 2.133
H -0.918 -0.022 2.520
H -0.850 1.672 2.050
*
```

The orbital gap comes out at 9.0 eV. The LUMO energy is -0.06 eV.


Max |F|
In order: 3.27; 3.84; 1.68
Unit: eV Å⁻¹